The following is a DFT calculation (ωB97M-V/def2-TZVPD) of a cluster of 11 separate species, C30H86N4O11 in total in a non-equilibrium geometry.

Each line ends with the Mulliken charge.
Element x y z (Å)
C -0.593048 -4.732258 -4.672851  -0.76
O -0.624551 -3.318681 -4.595358  -0.40
C -1.087702 -2.875795 -3.342345  -0.89
C -1.239930 -1.368576 -3.393226  0.60
C 0.117341 -0.682203 -3.574213  -1.36
N -1.894175 -0.861759 -2.149438  -0.50
H 0.150354 -5.070871 -3.936941  0.31
H -0.272092 -5.009685 -5.671537  0.27
H -1.534479 -5.207829 -4.381836  0.29
H -2.083075 -3.273634 -3.098242  0.54
H -0.393179 -3.202097 -2.558187  0.40
H -1.834039 -1.157218 -4.287447  0.38
H 0.868968 -1.073905 -2.887538  0.10
H 0.112760 0.404689 -3.457369  -0.03
H 0.487132 -0.771212 -4.598890  0.61
H -2.622436 -1.557514 -1.961965  0.17
H -2.483824 -0.086128 -2.482798  -0.18
C 1.219375 -1.266254 4.673468  -0.86
O 0.237590 -2.034511 4.033642  -0.11
C 0.654098 -3.348864 3.672855  -0.72
C -0.438222 -3.886654 2.763226  1.97
C -1.834620 -3.824940 3.335289  -1.63
N -0.181371 -5.254159 2.290177  -0.73
H 2.162193 -1.230889 4.116995  0.27
H 1.383686 -1.655675 5.687816  0.34
H 0.828149 -0.256335 4.796769  0.21
H 1.627903 -3.288009 3.177130  0.09
H 0.722348 -3.930591 4.603031  0.37
H -0.378386 -3.220082 1.893811  -0.79
H -1.999662 -4.487893 4.190459  0.43
H -2.557652 -4.157879 2.588098  0.56
H -2.165690 -2.831057 3.636721  0.08
H -0.377171 -5.922756 3.027525  0.30
H 0.810408 -5.311997 2.074038  0.28
C -3.683674 2.418470 -4.121743  -0.97
O -3.444783 1.317620 -3.279755  -0.28
C -4.531362 1.084990 -2.383234  -0.83
C -4.795379 2.250407 -1.406167  0.67
C -3.580051 2.726563 -0.616992  -1.15
N -5.869772 1.849209 -0.473255  -0.81
H -2.944486 2.379227 -4.925988  0.32
H -3.554740 3.402943 -3.664257  0.31
H -4.664223 2.342546 -4.604553  0.34
H -5.486768 0.961703 -2.906996  0.49
H -4.331838 0.168600 -1.827718  0.03
H -5.185653 3.071454 -2.014708  0.34
H -2.811236 1.986236 -0.382156  0.07
H -3.836086 3.355765 0.233665  0.58
H -2.986477 3.390317 -1.263691  0.16
H -5.436101 1.793340 0.445917  0.24
H -6.129470 0.876677 -0.633499  0.32
C 3.640984 3.093393 -0.804688  -0.58
O 4.545115 2.209003 -1.453764  -0.48
C 3.847911 1.303625 -2.278211  0.56
C 4.835247 0.186624 -2.637544  -0.01
C 4.198469 -0.843512 -3.558780  -1.33
N 5.267967 -0.551366 -1.437326  -0.70
H 3.123679 3.750934 -1.499940  0.48
H 4.153753 3.685776 -0.047527  0.35
H 2.912841 2.509661 -0.228119  -0.10
H 2.954186 0.853848 -1.831614  -0.55
H 3.552257 1.727301 -3.249364  0.49
H 5.750486 0.573440 -3.088438  0.46
H 3.778430 -0.336009 -4.434454  0.41
H 3.376845 -1.388294 -3.093223  0.08
H 4.964547 -1.556066 -3.857968  0.40
H 4.440603 -0.841474 -0.903566  0.20
H 5.647790 0.133284 -0.778826  0.35
C -3.453821 -0.123507 4.386302  -1.44
C -3.336191 0.410133 2.956112  1.06
O -4.582024 0.898960 2.500702  -0.53
H -4.079623 -1.017607 4.378501  0.39
H -3.918455 0.640194 5.013673  0.43
H -2.474352 -0.340016 4.814372  0.22
H -3.033934 -0.457603 2.357934  -0.79
H -2.604326 1.215123 2.925463  0.31
H -5.326453 0.401627 2.848610  0.33
C -0.653736 3.226908 -3.026502  -0.76
C 0.481002 3.350129 -2.016600  1.30
O 1.057643 4.660187 -2.090379  -0.64
H -1.341524 4.049122 -2.807497  0.44
H -1.143984 2.273934 -2.830162  -0.17
H -0.302136 3.403014 -4.041017  0.27
H 1.246246 2.593153 -2.180378  -0.54
H 0.117422 3.207450 -0.992509  -0.28
H 0.415104 5.263558 -1.704213  0.43
C 4.086570 -3.187535 0.798873  -1.67
C 2.871434 -2.300403 0.804968  1.34
O 2.669032 -1.817606 -0.519524  -0.44
H 3.928973 -4.022362 0.112315  0.39
H 4.305444 -3.604282 1.784243  0.41
H 4.977177 -2.662056 0.452392  0.35
H 3.041620 -1.487259 1.516510  -0.54
H 1.947344 -2.838122 1.053636  0.12
H 1.871368 -1.269591 -0.534190  0.00
C 1.924968 3.987009 2.412762  -0.29
C 0.631962 4.753357 2.229466  0.06
O 0.790518 6.161658 1.999701  -0.57
H 1.883707 2.943397 2.095336  -0.37
H 2.272302 3.872194 3.442955  0.39
H 2.731558 4.461441 1.846788  0.28
H 0.034692 4.757111 3.145605  0.28
H 0.041134 4.282773 1.440009  -0.05
H 1.735925 6.343810 1.967711  0.34
C 0.430855 0.345789 1.885116  0.24
C -0.404745 0.480361 0.610324  1.81
O 0.323470 -0.077156 -0.481541  1.39
H -0.102528 0.805537 2.717655  0.58
H 1.420812 0.781590 1.743604  -0.75
H 0.577693 -0.711137 2.110347  -0.87
H -0.464528 1.552273 0.382408  -0.96
H -1.392014 0.052150 0.788940  -0.53
H -0.387185 -0.231809 -1.143411  -0.54
C -4.357912 -2.293633 1.231069  -0.65
C -3.466937 -2.181859 0.008225  0.61
O -4.229294 -2.494454 -1.173276  -0.58
H -3.810049 -1.968410 2.120886  -0.26
H -4.608403 -3.338360 1.430266  0.46
H -5.279338 -1.718566 1.162007  0.23
H -2.653945 -2.914248 0.032622  0.37
H -3.039428 -1.187179 -0.110088  -0.37
H -4.490981 -3.416836 -1.100821  0.34
C 4.442715 0.665556 2.010753  -0.02
C 5.080928 1.802798 2.814295  -0.80
O 5.757525 2.729295 1.999927  -0.51
H 3.974357 1.082069 1.116888  0.05
H 3.642009 0.199069 2.590342  -0.29
H 5.153409 -0.122168 1.757921  0.59
H 5.779803 1.372351 3.544030  0.34
H 4.312469 2.323521 3.386538  0.27
H 6.472650 2.302147 1.520620  0.34

Atoms 1-6, force components in eV/Å:
0.7287 0.3048 0.8208
-0.6158 -0.1838 -0.2257
-0.1350 0.1965 0.0883
0.9436 0.7413 0.0264
0.2956 0.3013 -0.5746
-0.6328 -0.3876 -1.2453

Highest occupied orbital energy ... -8.6 eV
HOMO-LUMO gap ... 9.04 eV
Energy relative to the best compared isomer or geometry (same formula, charge and spin) ... 188.54 kJ/mol
Structure (SMILES) ... COC[C@H](C)N.COC[C@H](C)N.COC[C@H](C)N.COC[C@H](C)N.CCO.CCO.CCO.CCO.CCO.CCO.CCO